No. 1
The following is a quantum chemistry calculation of C2HgLiO4 as an isolated structure in a non-equilibrium geometry, from OMol25.

## Properties
**⟨S²⟩**: 0.753
**F_max**: 0.132 Eh/bohr
**2S+1**: 2
**Orbital gap (spin up / spin down)**: 6.635 / 7.937 eV
**E_tot**: -538.12189 Eh
**ΔE to the lowest compared entry with this formula, charge and spin**: 18.8 kcal/mol

Each line ends with the natural charge from an NBO analysis.
Element x y z (Å)
O  0.389  -1.155  -0.014  -0.96
C  -0.484  -0.221  -0.139  0.66
O  -1.692  -0.474  -0.182  -0.71
Li  -1.188  -2.373  0.250  0.96
Hg  2.268  -0.463  0.014  0.85
O  -0.710  2.163  0.131  -0.58
O  1.345  1.283  -0.019  -0.86
C  0.073  1.239  -0.042  0.65

=====

No. 2
The following is a quantum chemistry calculation of a 2-piece molecular cluster, C31H48FN5O2PS overall in a non-equilibrium geometry, from OMol25.

## Properties
**F_max**: 0.117 Eh/bohr
**2S+1**: 1
**Orbital gap**: 7.471 eV
**E_tot**: -2472.99732 Eh
**Total charge**: +1

Each line ends with the Löwdin charge.
Element x y z (Å)
C  -0.844  -3.403  -2.980  -0.09
C  -1.829  -4.461  -2.226  -0.11
C  -1.238  -4.869  -0.800  -0.36
O  -1.024  -6.064  -0.516  0.10
O  -0.938  -3.832  0.169  -0.11
C  0.496  -3.628  0.262  -0.17
C  1.035  -2.161  0.010  -0.11
N  0.920  -1.131  1.110  -0.30
P  0.658  -1.790  2.763  0.99
C  2.021  -2.927  3.383  -0.26
C  -0.943  -2.637  3.117  -0.28
C  2.319  -0.478  1.239  -0.25
C  2.585  0.325  2.602  -0.19
C  3.715  1.505  2.477  -0.19
C  3.124  2.910  1.985  -0.19
C  4.095  3.632  0.895  -0.28
N  5.516  3.729  1.356  -0.04
C  2.768  0.286  -0.101  -0.22
N  1.828  1.392  -0.488  -0.35
S  2.291  1.666  -2.181  0.86
C  0.385  1.027  -0.366  -0.38
F  -0.071  0.712  -1.692  -0.07
C  -0.395  2.400  0.048  -0.11
C  -0.222  3.620  -0.958  -0.19
C  -1.184  3.538  -2.280  -0.17
C  -0.387  3.245  -3.629  -0.21
C  -0.854  1.983  -4.444  -0.04
C  -0.137  1.644  -5.779  -0.07
C  1.006  2.599  -6.222  -0.09
C  1.475  3.843  -5.419  -0.07
C  0.770  4.176  -4.073  -0.06
C  -0.030  0.007  0.792  -0.15
C  -1.595  -0.426  0.695  -0.20
C  -2.483  0.020  1.857  -0.02
C  -3.991  -0.288  1.861  0.00
C  -4.375  -1.035  0.570  -0.02
C  -3.320  -1.382  -0.461  -0.10
N  -1.934  -1.106  -0.501  0.10
H  -1.249  -2.338  -2.981  0.07
H  0.212  -3.387  -2.532  0.07
H  -0.760  -3.744  -4.069  0.08
H  -1.876  -5.379  -2.914  0.13
H  -2.889  -4.063  -2.085  0.11
H  0.851  -4.158  1.208  0.12
H  0.940  -4.269  -0.600  0.15
H  2.120  -2.337  -0.358  0.15
H  0.516  -1.761  -0.947  0.14
H  1.909  -4.037  3.118  0.05
H  3.088  -2.628  3.115  0.05
H  1.968  -2.887  4.539  0.08
H  -0.740  -3.739  3.416  0.07
H  -1.754  -2.671  2.321  0.04
H  -1.431  -2.168  4.056  0.07
H  3.066  -1.363  1.308  0.15
H  3.024  -0.333  3.448  0.10
H  1.693  0.855  3.066  0.10
H  4.633  1.144  1.872  0.11
H  4.121  1.668  3.547  0.12
H  3.136  3.621  2.894  0.12
H  2.052  2.882  1.599  0.08
H  4.037  3.151  -0.139  0.08
H  3.724  4.720  0.758  0.12
H  5.768  4.737  1.367  0.07
H  6.148  3.347  0.622  0.07
H  2.812  -0.413  -1.027  0.09
H  3.851  0.685  -0.052  0.13
H  2.151  0.484  -2.895  -0.07
H  -0.067  2.772  1.095  0.12
H  -1.535  2.225  0.155  0.13
H  -0.618  4.555  -0.398  0.12
H  0.861  3.894  -1.226  0.09
H  -1.793  4.518  -2.355  0.12
H  -1.956  2.712  -2.102  0.10
H  -1.716  1.309  -4.090  0.10
H  -0.486  0.734  -6.392  0.09
H  1.559  2.385  -7.207  0.09
H  2.306  4.543  -5.759  0.09
H  1.021  5.066  -3.403  0.10
H  0.007  0.667  1.744  0.13
H  -2.000  0.588  2.727  0.12
H  -4.757  -0.019  2.652  0.07
H  -5.461  -1.325  0.394  0.10
H  -3.698  -1.973  -1.379  0.11
C  -6.981  -2.210  3.911  -0.06
C  -7.040  -1.011  3.071  -0.27
N  -7.089  -0.066  2.409  0.15
H  -7.726  -2.949  3.609  0.09
H  -6.002  -2.694  3.852  0.08
H  -7.164  -1.974  4.961  0.09

=====

No. 3
The following is a quantum chemistry calculation of C41H24HfN9O5 as an isolated structure, from OMol25.

## Properties
**F_max**: 0.007 Eh/bohr
**2S+1**: 1
**Orbital gap**: 4.939 eV
**E_tot**: -2494.23168 Eh
**ΔE to the lowest compared entry with this formula, charge and spin**: 0.0 kcal/mol
**Total charge**: -1

Each line ends with the Löwdin charge.
Element x y z (Å)
Hf  0.227  0.098  -0.499  1.80
C  -5.891  -1.628  1.289  -0.09
C  -5.279  -2.105  2.450  -0.09
C  -3.978  -1.740  2.767  -0.02
C  -3.310  -0.880  1.908  -0.12
C  -1.935  -0.408  1.984  -0.24
N  -1.030  -0.728  2.802  0.21
C  0.281  -0.386  2.714  -0.30
C  1.252  -0.708  3.674  -0.12
C  1.200  -1.351  4.931  -0.04
C  2.367  -1.505  5.627  -0.11
C  3.608  -1.025  5.122  -0.11
C  3.676  -0.395  3.909  -0.03
C  2.489  -0.244  3.168  -0.13
C  2.221  0.339  1.907  -0.28
N  3.182  0.978  1.167  0.19
C  2.921  1.599  0.075  -0.29
N  1.723  1.672  -0.620  0.00
C  1.889  2.542  -1.692  -0.28
N  1.019  2.920  -2.552  0.19
C  -0.295  2.542  -2.474  -0.27
N  -0.870  1.737  -1.543  0.01
C  -2.235  1.685  -1.821  -0.30
N  -3.162  0.993  -1.124  0.21
C  -3.003  0.437  -0.003  -0.24
N  -1.745  0.533  0.825  -0.04
C  -3.922  -0.401  0.749  -0.11
C  -5.218  -0.778  0.424  -0.01
C  -2.508  2.455  -2.966  -0.11
C  -3.691  2.747  -3.677  -0.03
C  -3.602  3.570  -4.766  -0.10
C  -2.363  4.132  -5.178  -0.11
C  -1.208  3.862  -4.496  -0.03
C  -1.280  3.011  -3.379  -0.12
C  3.284  3.019  -1.699  -0.10
C  3.949  3.885  -2.547  -0.01
C  5.287  4.140  -2.280  -0.09
C  5.930  3.551  -1.189  -0.09
C  5.250  2.692  -0.336  -0.01
C  3.920  2.434  -0.618  -0.10
N  0.893  0.225  1.622  0.02
H  -6.904  -1.933  1.059  0.10
H  -5.826  -2.770  3.106  0.10
H  -3.484  -2.109  3.657  0.11
H  0.256  -1.707  5.325  0.10
H  2.353  -2.000  6.591  0.09
H  4.505  -1.162  5.714  0.09
H  4.612  -0.021  3.514  0.11
H  -5.674  -0.415  -0.487  0.12
H  -4.636  2.322  -3.365  0.10
H  -4.494  3.802  -5.335  0.09
H  -2.342  4.780  -6.046  0.09
H  -0.257  4.282  -4.797  0.10
H  3.435  4.337  -3.386  0.11
H  5.845  4.807  -2.926  0.10
H  6.975  3.771  -1.009  0.10
H  5.731  2.230  0.515  0.11
O  2.292  -2.445  -2.918  0.11
C  1.770  -2.198  -1.859  -0.55
O  1.764  -1.005  -1.294  -0.16
C  1.059  -3.279  -1.049  -0.08
C  1.085  -2.960  0.451  -0.23
C  0.670  -4.166  1.288  -0.08
C  -0.853  -4.229  1.015  -0.08
C  -1.047  -3.048  0.070  -0.23
O  -0.076  -2.096  0.569  -0.18
C  -0.490  -3.332  -1.329  -0.08
C  -1.022  -2.251  -2.273  -0.55
O  -1.477  -2.531  -3.356  0.11
O  -0.971  -1.037  -1.772  -0.15
H  1.526  -4.233  -1.288  0.16
H  1.963  -2.423  0.800  0.16
H  1.202  -5.066  0.979  0.12
H  0.879  -3.982  2.341  0.12
H  -1.174  -5.163  0.557  0.12
H  -1.425  -4.075  1.930  0.11
H  -2.036  -2.597  0.083  0.16
H  -0.791  -4.300  -1.721  0.15
N  -1.417  2.876  1.701  0.21
C  -1.571  1.814  1.289  -0.29

=====

No. 4
The following is a quantum chemistry calculation of a 2-piece molecular cluster, C9H14 overall in a non-equilibrium geometry, from OMol25.

## Properties
**F_max**: 0.040 Eh/bohr
**2S+1**: 1
**Orbital gap**: 9.872 eV
**E_tot**: -351.30245 Eh
**ΔE to the lowest compared entry with this formula, charge and spin**: 17.4 kcal/mol
**SMILES**: Cc1ccccc1.CC

Each line ends with the natural charge from an NBO analysis.
Element x y z (Å)
C  0.572  0.955  -3.835  -0.63
C  0.140  0.760  -2.378  0.00
C  -0.797  1.662  -1.862  -0.21
C  -1.104  1.672  -0.524  -0.20
C  -0.371  0.799  0.307  -0.24
C  0.503  -0.144  -0.196  -0.21
C  0.700  -0.213  -1.575  -0.22
H  -0.350  1.267  -4.353  0.21
H  1.070  0.089  -4.258  0.22
H  1.100  1.909  -3.903  0.22
H  -1.181  2.364  -2.595  0.20
H  -1.737  2.439  -0.113  0.22
H  -0.226  1.074  1.341  0.21
H  1.101  -0.769  0.447  0.22
H  1.323  -0.968  -2.031  0.21
C  0.538  -1.504  3.578  -0.61
C  -0.767  -1.733  2.848  -0.62
H  0.508  -1.777  4.644  0.20
H  1.318  -2.154  3.152  0.20
H  0.886  -0.469  3.579  0.20
H  -0.838  -2.759  2.478  0.21
H  -0.747  -1.174  1.892  0.21
H  -1.640  -1.326  3.358  0.21

=====

No. 5
The following is a quantum chemistry calculation of a 5-piece molecular cluster, C43H51N5O11Si overall in a non-equilibrium geometry, from OMol25.

## Properties
**F_max**: 0.032 Eh/bohr
**2S+1**: 1
**Orbital gap**: 8.333 eV
**E_tot**: -3059.71488 Eh
**SMILES**: C[Si](C)(CCCCCCCC[C@H]1OC(=O)O[C@@H]1N)c1ccccc1.O=[N+]([O-])c1ccccc1.O=[N+]([O-])c1ccccc1.O=[N+]([O-])c1ccccc1.O=[N+]([O-])c1ccccc1

Each line ends with the Löwdin charge.
Element x y z (Å)
C  6.188  -4.390  5.067  -0.18
Si  5.408  -4.092  3.388  0.61
C  3.818  -3.108  3.698  -0.17
C  4.994  -5.738  2.525  -0.24
C  3.477  -5.903  2.349  -0.28
C  3.094  -7.256  1.716  -0.20
C  2.912  -7.149  0.190  -0.21
C  1.516  -6.689  -0.242  -0.20
C  1.320  -5.170  -0.376  -0.20
C  0.601  -4.505  0.795  -0.19
C  -0.103  -3.191  0.369  -0.11
C  -0.137  -2.160  1.486  -0.18
O  0.310  -0.888  0.889  0.09
C  -0.490  0.074  1.313  -0.58
O  -0.245  1.205  1.482  0.20
O  -1.744  -0.470  1.531  0.04
C  -1.533  -1.775  2.029  -0.31
N  -1.603  -1.725  3.494  0.09
C  6.459  -2.974  2.283  -0.24
C  6.034  -2.836  0.956  -0.11
C  6.707  -2.003  0.063  -0.08
C  7.822  -1.299  0.517  -0.09
C  8.262  -1.433  1.828  -0.09
C  7.583  -2.268  2.715  -0.08
H  5.943  -3.548  5.705  0.03
H  7.259  -4.536  4.996  0.02
H  5.768  -5.283  5.528  0.03
H  3.336  -2.916  2.740  0.02
H  4.111  -2.144  4.106  0.04
H  3.133  -3.636  4.353  0.03
H  5.338  -6.578  3.127  0.07
H  5.488  -5.803  1.556  0.07
H  3.160  -5.136  1.650  0.07
H  2.964  -5.803  3.300  0.10
H  2.122  -7.536  2.126  0.10
H  3.788  -8.044  1.998  0.10
H  3.106  -8.129  -0.237  0.10
H  3.669  -6.459  -0.184  0.11
H  0.758  -7.146  0.391  0.10
H  1.368  -7.113  -1.235  0.10
H  0.764  -4.943  -1.283  0.11
H  2.306  -4.718  -0.469  0.11
H  -0.127  -5.173  1.253  0.12
H  1.286  -4.238  1.595  0.08
H  0.500  -2.750  -0.418  0.12
H  -1.108  -3.432  0.038  0.12
H  0.574  -2.329  2.287  0.15
H  -2.249  -2.516  1.674  0.15
H  -1.998  -0.823  3.731  0.09
H  -2.259  -2.420  3.824  0.08
H  5.163  -3.389  0.625  0.09
H  6.353  -1.906  -0.951  0.10
H  8.352  -0.646  -0.162  0.10
H  9.116  -0.878  2.186  0.09
H  7.921  -2.369  3.732  0.06
O  8.692  -3.026  7.889  0.09
N  9.107  -2.539  6.859  -0.33
O  8.490  -2.508  5.811  0.04
C  10.454  -1.946  6.873  -0.14
C  11.195  -1.994  8.039  0.00
C  12.469  -1.450  8.042  -0.06
C  12.980  -0.868  6.890  -0.07
C  12.217  -0.823  5.730  -0.06
C  10.943  -1.367  5.717  0.00
H  10.790  -2.448  8.931  0.12
H  13.064  -1.482  8.944  0.11
H  13.977  -0.447  6.895  0.11
H  12.615  -0.368  4.835  0.11
H  10.344  -1.339  4.819  0.11
O  -7.045  -0.129  -3.037  0.06
N  -6.158  -0.441  -2.265  -0.35
O  -5.711  -1.564  -2.152  0.08
C  -5.592  0.610  -1.405  -0.15
C  -6.104  1.892  -1.481  -0.01
C  -5.579  2.873  -0.656  -0.06
C  -4.552  2.562  0.227  -0.05
C  -4.044  1.270  0.284  -0.05
C  -4.567  0.285  -0.537  0.00
H  -6.904  2.129  -2.166  0.10
H  -5.972  3.880  -0.701  0.11
H  -4.144  3.329  0.872  0.11
H  -3.246  1.026  0.967  0.09
H  -4.178  -0.722  -0.496  0.12
O  -8.880  7.495  -4.218  0.05
N  -8.271  6.463  -4.008  -0.34
O  -7.321  6.364  -3.261  0.09
C  -8.717  5.253  -4.717  -0.15
C  -9.775  5.343  -5.602  0.00
C  -10.177  4.202  -6.277  -0.06
C  -9.524  2.995  -6.059  -0.06
C  -8.467  2.925  -5.161  -0.05
C  -8.057  4.061  -4.484  0.00
H  -10.279  6.284  -5.766  0.12
H  -11.001  4.255  -6.976  0.11
H  -9.839  2.107  -6.590  0.11
H  -7.959  1.985  -4.987  0.10
H  -7.232  4.011  -3.789  0.11
O  -7.142  11.174  -10.308  0.08
N  -8.097  11.694  -9.767  -0.35
O  -8.659  12.693  -10.167  0.08
C  -8.611  11.066  -8.538  -0.15
C  -7.972  9.946  -8.040  0.00
C  -8.449  9.368  -6.875  -0.06
C  -9.550  9.912  -6.227  -0.07
C  -10.182  11.034  -6.749  -0.06
C  -9.712  11.620  -7.913  -0.01
H  -7.116  9.529  -8.549  0.12
H  -7.960  8.495  -6.467  0.10
H  -9.914  9.460  -5.315  0.09
H  -11.041  11.456  -6.245  0.11
H  -10.195  12.494  -8.323  0.12

=====

No. 6
The following is a quantum chemistry calculation of C31H46BiP2 as an isolated structure in a non-equilibrium geometry, from OMol25.

## Properties
**F_max**: 0.071 Eh/bohr
**2S+1**: 1
**Orbital gap (spin up / spin down)**: 4.787 / 4.758 eV
**E_tot**: -2105.62617 Eh
**ΔE to the lowest compared entry with this formula, charge and spin**: 0.0 kcal/mol
**Total charge**: +1

Each line ends with the Löwdin charge.
Element x y z (Å)
Bi  2.080  -0.055  -0.059  1.59
C  -1.679  -1.027  1.900  -0.17
C  -1.323  -2.152  1.106  -0.19
C  0.561  -1.425  2.209  -0.26
C  -0.546  -0.626  2.640  -0.23
C  0.070  -2.384  1.266  -0.28
C  -3.028  -0.417  1.976  -0.02
H  -3.513  -0.426  0.984  0.08
H  -2.952  0.627  2.319  0.08
H  -3.697  -0.957  2.678  0.11
C  -0.440  0.487  3.610  -0.03
H  -1.384  1.043  3.671  0.08
H  0.357  1.199  3.341  0.07
H  -0.220  0.097  4.615  0.09
C  1.934  -1.377  2.795  -0.09
H  1.894  -1.658  3.856  0.12
H  2.373  -0.370  2.738  0.05
H  2.623  -2.077  2.296  0.07
C  0.872  -3.467  0.628  -0.06
H  0.787  -4.415  1.201  0.10
H  1.943  -3.208  0.582  0.05
H  0.534  -3.669  -0.404  0.08
C  -2.186  -2.855  0.123  -0.03
H  -2.484  -3.841  0.512  0.10
H  -1.667  -3.021  -0.836  0.08
H  -3.107  -2.288  -0.070  0.07
C  -0.957  2.410  -2.023  -0.11
C  -2.014  1.630  -1.952  -0.11
C  -2.314  0.400  -2.759  -0.17
C  -1.266  -0.236  -3.715  -0.23
C  0.012  -0.812  -3.217  -0.09
C  1.145  -0.112  -3.077  -0.23
C  1.308  1.394  -3.201  -0.22
C  0.095  2.371  -3.110  -0.22
H  -3.135  0.604  -3.463  0.12
H  -1.043  0.547  -4.475  -0.01
H  -2.690  -0.332  -2.029  0.10
H  -0.393  2.391  -4.094  0.02
H  -0.591  2.870  -1.096  0.10
H  -2.696  1.778  -1.102  0.10
H  0.574  3.349  -3.026  0.11
H  2.054  1.695  -2.442  0.06
H  2.071  -0.611  -2.775  0.04
H  1.773  1.664  -4.175  0.10
H  -1.838  -1.019  -4.233  0.12
H  0.059  -1.889  -2.993  0.11
P  -0.221  1.466  -6.234  0.79
C  -0.360  3.278  -6.431  -0.28
C  -1.497  0.994  -7.451  -0.27
P  2.041  -0.403  -6.849  0.80
C  1.258  1.221  -7.277  -0.59
C  1.470  -1.296  -8.368  -0.33
C  3.636  0.022  -7.664  -0.34
H  0.496  3.789  -5.968  0.05
H  -1.304  3.619  -5.985  0.05
H  -0.364  3.420  -7.519  0.04
H  -1.303  1.655  -8.314  0.04
H  -2.493  1.201  -7.015  0.05
H  -1.401  -0.069  -7.737  0.04
H  3.411  0.314  -8.701  0.04
H  4.235  -0.900  -7.654  0.04
H  4.156  0.832  -7.127  0.04
H  1.939  2.087  -7.161  0.06
H  0.883  1.175  -8.315  0.05
H  2.073  -2.223  -8.399  0.04
H  1.724  -0.667  -9.241  0.04
H  0.392  -1.537  -8.355  0.03
C  2.518  1.954  0.503  -0.35
C  2.744  2.310  1.672  -0.18
C  3.285  2.844  2.869  -0.26
C  2.590  3.836  3.591  -0.02
C  3.105  4.270  4.802  -0.06
C  4.285  3.683  5.274  -0.06
C  5.014  2.732  4.548  -0.06
C  4.504  2.295  3.338  -0.03
H  1.631  4.176  3.200  0.12
H  2.564  5.027  5.361  0.11
H  4.662  3.986  6.249  0.11
H  5.948  2.302  4.911  0.11
H  4.959  1.495  2.762  0.12